4 unconnected molecules or ions with the total composition C4H12O4 at a distorted geometry, computed with ωB97M-V with the def2-TZVPD basis set.

Geometry (Å):
C -0.9776 1.6488 1.3764
C -1.9916 1.2026 0.6474
C -1.8969 0.2819 -0.5037
C -1.2248 -0.8627 -0.3859
O -1.2439 -1.6562 -1.5262
H -1.1409 2.1101 2.3460
H 0.0693 1.6619 1.0968
H -2.9812 1.3666 1.0714
H -2.2986 0.6461 -1.4416
H -0.9666 -1.3395 0.5470
H -0.9279 -2.5551 -1.4159
O 1.3086 0.0148 -2.3956
H 0.6705 -0.3570 -1.7782
H 0.8141 0.3257 -3.1553
O 1.0712 -0.9338 1.8403
H 2.0215 -0.8170 1.6885
H 1.0111 -1.0537 2.7942
O 3.1385 0.1527 0.1332
H 2.6619 0.7462 -0.4851
H 2.8833 -0.5823 -0.4539

## Properties
* E_tot: -12530.83775 eV
* LUMO: 0.56 eV
* charge: 0
* structure (SMILES): C=C/C=C/O.O.O.O
* gap between HOMO and LUMO: 9.34 eV